# 1
The following is a DFT calculation (ωB97M-V with the def2-TZVPD basis set) of C2H5NO2S as an isolated structure in a non-equilibrium geometry.

Last column: Löwdin charge in e.
CARTESIAN COORDINATES (ANGSTROEM)
C (-0.7142, 0.5307, 1.2615)  -0.127
C (1.1404, -0.1564, -0.0931)  -0.869
H (-1.5794, -0.4624, 1.9722)  0.186
H (-1.1906, 0.8655, 0.0815)  0.138
H (-0.3791, 1.6246, 2.0508)  0.162
H (1.0032, -0.1860, -2.0612)  0.171
H (-0.9715, -1.3731, -1.7592)  0.268
N (0.3096, 0.0048, -1.2006)  -0.166
O (0.5992, -0.1157, 1.1891)  -0.228
O (-1.0043, -0.3534, -1.1469)  -0.166
S (2.7868, -0.3786, -0.2942)  0.630

Computed properties:
HOMO level: -8.7 eV
LUMO level: -0.317 eV
Energy above the lowest of the compared OMol25 structures with the same formula, charge and spin: 166.54 kcal/mol
Charge: 0
Kohn-Sham gap: 8.43 eV


# 2
The following is a DFT calculation (ωB97M-V with the def2-TZVPD basis set) of a 2-piece molecular cluster, C4H6O2 overall in a non-equilibrium geometry.

Last column: Löwdin charge in e.
CARTESIAN COORDINATES (ANGSTROEM)
C (0.9738, 0.8270, 0.5967)  -0.093
C (1.7955, 0.7520, -0.3462)  -0.025
C (1.4459, -0.5276, 0.3259)  -0.383
C (-1.6643, 0.1401, -0.6599)  -0.017
O (0.5315, -1.5533, -0.0157)  -0.132
O (-2.1240, -0.6227, 0.2310)  0.006
H (0.3218, 1.4722, 1.2891)  0.133
H (2.2665, -0.9367, 1.0931)  0.156
H (2.2827, 1.2741, -1.1230)  0.083
H (-2.5435, 0.7702, -1.2172)  0.069
H (-0.2235, -1.0810, -0.6405)  0.076
H (-3.0627, -0.5143, 0.4665)  0.126

Computed properties:
HOMO level: -8.6 eV
LUMO level: 0.141 eV
Energy above the lowest of the compared OMol25 structures with the same formula, charge and spin: 171.18 kcal/mol
Charge: 0
Kohn-Sham gap: 8.73 eV


# 3
The following is a DFT calculation (ωB97M-V with the def2-TZVPD basis set) of C67H62ClCoN9O2PS3 as an isolated structure in a non-equilibrium geometry.

Last column: Mulliken spin population.
CARTESIAN COORDINATES (ANGSTROEM)
Co (0.0910, -0.0591, 0.0362)  2.736
O (0.1976, 2.7014, 2.5000)  0.012
C (-0.2944, 1.6012, 2.3147)  -0.004
O (-0.8676, 1.1994, 1.2237)  0.057
C (-0.3055, 0.5395, 3.4312)  0.001
P (-0.3935, -1.1002, 2.5631)  -0.060
C (0.9322, -2.0711, 3.3869)  0.034
C (1.1941, -2.0046, 4.7559)  -0.006
C (2.2543, -2.7073, 5.3056)  0.000
C (3.0669, -3.4867, 4.4930)  0.000
C (2.8034, -3.5770, 3.1348)  0.000
C (1.7338, -2.8823, 2.5871)  0.002
C (-1.8913, -1.7522, 3.4083)  0.037
C (-3.0891, -1.0824, 3.1449)  0.007
C (-4.2653, -1.4630, 3.7681)  -0.002
C (-4.2618, -2.5300, 4.6579)  0.003
C (-3.0843, -3.2197, 4.8984)  -0.002
C (-1.9041, -2.8429, 4.2706)  0.003
H (-1.2189, 0.6981, 4.0048)  -0.002
H (0.5508, 0.6425, 4.0951)  0.001
H (0.5658, -1.3907, 5.3899)  0.001
H (2.4456, -2.6434, 6.3686)  0.000
H (3.9079, -4.0153, 4.9224)  0.000
H (3.4318, -4.1932, 2.5010)  0.000
H (1.5168, -2.9446, 1.5288)  -0.003
H (-3.0769, -0.2459, 2.4528)  0.008
H (-5.1878, -0.9336, 3.5659)  0.000
H (-5.1751, -2.8158, 5.1631)  0.000
H (-3.0829, -4.0608, 5.5811)  0.000
H (-0.9903, -3.3868, 4.4674)  0.001
N (1.6585, -0.4775, -1.1316)  0.046
S (2.6331, -1.0429, -2.0365)  -0.024
N (2.2374, -2.3162, -3.0593)  0.003
S (2.0554, -3.7402, -2.4692)  -0.002
N (1.2495, -3.9506, -1.1624)  0.004
S (-0.2978, -3.3012, -0.8830)  -0.004
N (-0.4738, -1.8963, -0.5838)  0.048
C (-0.8753, -4.4875, 0.3334)  -0.005
C (-0.0894, -5.5183, 0.8214)  0.002
C (-0.6291, -6.3821, 1.7625)  0.000
C (-1.9378, -6.2122, 2.1912)  0.000
C (-2.7172, -5.1785, 1.6871)  0.000
C (-2.1811, -4.3013, 0.7614)  0.002
C (-1.3404, -3.7337, -2.2870)  0.011
C (-2.0437, -4.9252, -2.3575)  -0.002
C (-3.0034, -5.0790, -3.3481)  -0.001
C (-3.2300, -4.0613, -4.2635)  0.001
C (-2.4988, -2.8822, -4.1986)  -0.001
C (-1.5578, -2.7113, -3.1986)  -0.003
C (3.6472, -4.4622, -2.1485)  0.000
C (3.9869, -4.9888, -0.9154)  0.000
C (5.2754, -5.4640, -0.7272)  0.000
C (6.1957, -5.4150, -1.7646)  0.000
C (5.8365, -4.8911, -3.0016)  0.000
C (4.5560, -4.4093, -3.1979)  0.000
C (1.5164, -4.7517, -3.8323)  0.001
C (1.3215, -6.1000, -3.5668)  0.000
C (0.9055, -6.9314, -4.5894)  0.000
C (0.6868, -6.4102, -5.8591)  0.000
C (0.8914, -5.0612, -6.1109)  0.000
C (1.3162, -4.2213, -5.0944)  0.000
C (3.2098, 0.1300, -3.2577)  -0.001
C (2.8061, 0.0810, -4.5813)  0.000
C (3.1134, 1.1403, -5.4228)  0.000
C (3.8120, 2.2349, -4.9355)  0.000
C (4.2163, 2.2719, -3.6060)  0.000
C (3.9132, 1.2190, -2.7607)  0.001
C (4.1514, -1.5168, -1.1878)  0.010
C (4.0446, -1.6351, 0.1863)  0.007
C (5.1830, -1.8609, 0.9429)  0.000
C (6.4149, -1.9617, 0.3087)  0.000
C (6.5100, -1.8460, -1.0733)  0.000
C (5.3732, -1.6184, -1.8337)  -0.004
H (0.9227, -5.6312, 0.4588)  0.000
H (-0.0350, -7.1975, 2.1533)  0.000
H (-2.3553, -6.8926, 2.9219)  0.000
H (-3.7379, -5.0522, 2.0198)  0.000
H (-2.7631, -3.4801, 0.3602)  -0.001
H (-1.8519, -5.7190, -1.6471)  0.001
H (-3.5773, -5.9949, -3.3981)  0.000
H (-3.9832, -4.1875, -5.0303)  0.000
H (-2.6707, -2.0929, -4.9194)  0.000
H (-0.9943, -1.7913, -3.0864)  0.003
H (3.2484, -5.0099, -0.1243)  0.000
H (5.5651, -5.8680, 0.2334)  0.000
H (7.2005, -5.7865, -1.6144)  0.000
H (6.5560, -4.8503, -3.8080)  0.000
H (4.2539, -3.9880, -4.1491)  0.000
H (1.4932, -6.4809, -2.5666)  0.000
H (0.7487, -7.9846, -4.4013)  0.000
H (0.3555, -7.0609, -6.6573)  0.000
H (0.7123, -4.6627, -7.1003)  0.000
H (1.4865, -3.1663, -5.2606)  0.000
H (2.2603, -0.7818, -4.9396)  -0.001
H (2.8037, 1.1102, -6.4591)  0.000
H (4.0398, 3.0657, -5.5899)  0.000
H (4.7613, 3.1261, -3.2272)  0.000
H (4.2078, 1.2344, -1.7178)  0.001
H (3.0645, -1.5215, 0.6291)  -0.006
H (5.1132, -1.9370, 2.0211)  0.000
H (7.3095, -2.1131, 0.8988)  0.000
H (7.4776, -1.9146, -1.5529)  0.000
H (5.4365, -1.5100, -2.9095)  0.000
C (-3.4276, -1.0084, -0.7920)  -0.011
C (-4.9769, -1.0522, -0.9223)  0.000
N (-5.4545, 0.2051, -1.4873)  0.000
C (-4.8405, 0.4214, -2.7928)  0.001
C (-3.2920, 0.4974, -2.6360)  0.004
N (-2.9318, 0.2937, -1.2364)  0.000
C (-3.5442, 1.3514, -0.4304)  -0.003
C (-5.0903, 1.3024, -0.5920)  0.000
H (-2.9639, -1.7734, -1.4129)  0.000
H (-3.0970, -1.1567, 0.2386)  0.014
H (-5.4534, -1.1856, 0.0521)  0.000
H (-5.2921, -1.8712, -1.5739)  0.000
H (-5.2390, 1.3490, -3.2083)  0.000
H (-5.1286, -0.4033, -3.4492)  0.000
H (-2.9166, 1.4764, -2.9424)  0.000
H (-2.7941, -0.2622, -3.2464)  0.000
H (-3.1405, 2.3103, -0.7632)  0.000
H (-3.2314, 1.2114, 0.6033)  0.004
H (-5.4768, 2.2276, -1.0239)  0.000
H (-5.5845, 1.1360, 0.3673)  0.000
N (4.8376, 0.1357, 4.8541)  0.000
C (4.4240, 0.6445, 3.9098)  0.000
C (3.8633, 1.2383, 2.7375)  0.002
C (4.3537, 2.4114, 2.1723)  -0.001
C (3.7295, 2.8904, 1.0348)  0.001
C (2.6558, 2.1890, 0.5078)  0.011
N (2.1812, 1.0680, 1.0436)  0.007
C (2.7747, 0.6096, 2.1347)  -0.011
H (5.1851, 2.9350, 2.6237)  0.000
H (4.0658, 3.8036, 0.5643)  0.000
H (2.1455, 2.5393, -0.3821)  0.005
H (2.3841, -0.3019, 2.5683)  0.016
Cl (-0.8256, 5.5189, -1.3676)  0.001
C (-0.5510, 3.9342, -1.9877)  0.003
C (-0.4496, 3.7116, -3.3508)  -0.002
C (-0.2291, 2.4125, -3.7804)  0.001
C (-0.1167, 1.4049, -2.8388)  0.013
N (-0.2156, 1.6241, -1.5310)  0.022
C (-0.4297, 2.8667, -1.1053)  0.012
H (-0.5328, 4.5359, -4.0460)  0.000
H (-0.1584, 2.1842, -4.8351)  0.000
H (0.0540, 0.3767, -3.1348)  0.002
H (-0.5151, 3.0119, -0.0344)  0.000

Computed properties:
HOMO level (spin up / spin down): -9.1 / -9.1 eV
Multiplicity: 4
LUMO level (spin up / spin down): -2.444 / -2.445 eV
Charge: +1
Kohn-Sham gap (spin up / spin down): 6.65 / 6.65 eV
Expectation value of S²: 3.758